This record from the Open Molecules 2025 dataset describes a molecular structure, C4H14O5Rb at a distorted geometry. The level of theory is ωB97M-V/def2-TZVPD.

The net charge is +1. Its gap between HOMO and LUMO is 0.297 hartree. The spin multiplicity is 1.

Positions of all 24 atoms, in Å:
Rb1 4.1924 17.2494 4.4437
O1 4.3320 20.1651 7.9693
H1 3.7195 19.7827 8.5977
H2 4.8368 20.7975 8.4807
C1 1.0973 19.1273 -0.3981
C2 0.5113 18.6249 -1.6963
O2 0.9173 17.2695 -1.9620
O3 0.7124 18.4386 0.7590
H3 0.9597 20.1809 -0.1551
H4 2.1694 18.9355 -0.4436
H5 0.7682 19.2750 -2.5327
H6 -0.5770 18.6699 -1.6562
H7 0.2815 16.6462 -1.6031
H8 -0.2268 18.2406 0.7768
C3 6.8999 18.2158 -1.5016
C4 6.9768 19.6925 -2.1011
O4 8.0332 20.4995 -1.6808
O5 6.7364 18.0751 -0.1196
H9 7.7737 17.6055 -1.7301
H10 5.9886 17.7243 -1.8424
H11 5.9991 20.1742 -2.0840
H12 7.1013 19.6118 -3.1809
H13 8.8187 20.3663 -2.2163
H14 7.5065 18.5572 0.1905

This record from the Open Molecules 2025 dataset describes a molecular structure, C4H15BNORb at a distorted geometry. The level of theory is ωB97M-V/def2-TZVPD.

The net charge is -1. Its gap between HOMO and LUMO (spin up / spin down) is 0.084 / 0.309 hartree. The spin multiplicity is 2.

Positions of all 23 atoms, in Å:
Rb1 -0.2103 2.0791 -0.0662
B1 -0.0612 3.8147 -2.4801
H1 0.4580 4.6042 -3.0011
H2 0.3304 2.8337 -2.7001
H3 0.0141 4.0397 -1.4275
H4 -1.0906 3.7849 -2.8020
C1 0.5371 -1.6222 2.8561
C2 0.3649 -0.7840 1.6233
C3 0.2389 -1.6374 0.2898
O1 0.0973 -0.7302 -0.8331
C4 -0.1713 -1.4259 -2.0389
N1 -0.7865 0.0370 1.8500
H5 0.5588 -0.9665 3.7266
H6 1.4557 -2.2074 2.8154
H7 -0.3399 -2.2693 2.8402
H8 1.2489 -0.1606 1.4892
H9 -0.6193 -2.3090 0.2665
H10 1.1140 -2.2477 0.0665
H11 0.5093 -2.2683 -2.1626
H12 -0.0741 -0.7339 -2.8754
H13 -1.1934 -1.8045 -2.0368
H14 -0.7405 0.4760 2.7584
H15 -1.6403 -0.5025 1.8418